1.
A cluster of 2 separate species, C6H17NO in total at a distorted geometry, computed with ωB97M-V/def2-TZVPD.

As for the total charge: 0. As for the total energy: -368.7628 a.u. For the energy above the lowest of the compared OMol25 structures with the same formula, charge and spin, the calculation gives 100.0 kJ/mol. The calculation puts the LUMO energy at 0.0344 hartree. The orbital gap is 9.49 eV.

Each line ends with the natural charge from an NBO analysis.
Element x y z (Å)
C: 2.810 -0.271 1.134  -0.62
C: 1.920 0.755 0.342  -0.40
C: 0.973 0.011 -0.614  -0.22
N: -0.394 0.184 -0.161  -0.64
C: -0.988 1.469 -0.605  -0.21
C: -2.426 1.542 -0.069  -0.41
C: -3.297 0.373 -0.535  -0.62
H: 2.159 -1.088 1.428  0.20
H: 3.725 -0.479 0.595  0.21
H: 3.056 0.303 2.040  0.21
H: 1.398 1.394 1.031  0.21
H: 2.543 1.374 -0.325  0.19
H: 1.135 0.224 -1.699  0.16
H: 1.218 -1.049 -0.632  0.19
H: -1.025 -0.570 -0.402  0.36
H: -0.375 2.283 -0.238  0.19
H: -0.969 1.449 -1.710  0.16
H: -2.901 2.528 -0.167  0.21
H: -2.324 1.442 1.022  0.20
H: -3.199 0.222 -1.611  0.20
H: -4.351 0.527 -0.312  0.22
H: -2.989 -0.493 0.070  0.20
O: 1.262 -4.031 0.174  -0.96
H: 2.052 -3.523 0.336  0.48
H: 0.988 -4.577 0.907  0.48

2.
A cluster of 3 separate species, C6H17NO2 in total at a distorted geometry, computed with ωB97M-V/def2-TZVPD.

As for the total charge: 0. As for the total energy: -443.9915 a.u. For the energy above the lowest of the compared OMol25 structures with the same formula, charge and spin, the calculation gives 129.6 kJ/mol. The calculation puts the LUMO energy at 0.0287 hartree. The orbital gap is 9.26 eV.

Each line ends with the natural charge from an NBO analysis.
Element x y z (Å)
C: 0.227 0.322 -2.061  -0.62
C: -0.685 1.202 -1.115  -0.23
N: -0.893 0.593 0.243  -0.46
C: 0.273 -0.041 0.847  -0.26
C: 1.266 1.061 1.360  -0.44
C: 0.189 2.074 1.842  -0.44
C: -1.186 1.658 1.212  -0.23
H: -0.352 -0.597 -2.193  0.22
H: 1.208 0.250 -1.593  0.22
H: 0.523 0.791 -3.029  0.22
H: -0.405 2.241 -1.054  0.17
H: -1.738 1.141 -1.448  0.20
H: 0.728 -0.797 0.179  0.24
H: -0.111 -0.646 1.765  0.18
H: 1.960 0.785 2.147  0.22
H: 1.888 1.476 0.544  0.20
H: 0.410 3.087 1.449  0.21
H: 0.042 2.145 2.928  0.21
H: -1.876 1.394 2.110  0.19
H: -1.803 2.417 0.737  0.20
O: -0.838 -3.095 -0.238  -0.97
H: -0.860 -2.234 0.176  0.49
H: -1.053 -3.777 0.395  0.48
O: 1.387 -2.371 -1.499  -0.96
H: 0.616 -2.886 -1.732  0.49
H: 2.151 -2.885 -1.755  0.47

3.
A cluster of 2 separate species, C6H17PSi in total at a distorted geometry, computed with ωB97M-V/def2-TZVPD.

As for the total charge: 0. As for the total energy: -869.5069 a.u. For the energy above the lowest of the compared OMol25 structures with the same formula, charge and spin, the calculation gives 277.8 kJ/mol. The calculation puts the LUMO energy (alpha / beta) at -0.0369 / 0.0206 hartree. The orbital gap (alpha / beta) is 6.54 / 8.68 eV.

Each line ends with the natural charge from an NBO analysis.
Element x y z (Å)
C: -2.585 -0.472 -1.428  -0.67
C: -3.335 -0.338 1.105  -0.69
C: 3.005 -0.313 -0.996  -1.11
C: 0.649 1.649 -0.490  -1.05
C: 2.855 0.746 1.764  -1.04
C: -2.681 -1.028 -0.002  -0.01
Si: 1.659 0.125 0.269  1.21
P: 0.253 -1.447 0.868  -0.17
H: -3.641 -0.466 -1.722  0.22
H: -2.061 0.494 -1.150  0.22
H: -2.062 -1.029 -2.113  0.21
H: -4.424 -0.670 1.180  0.22
H: -3.318 0.701 1.069  0.22
H: -2.888 -0.688 2.029  0.24
H: 3.715 -1.094 -0.672  0.24
H: 2.724 -0.513 -2.029  0.24
H: 3.697 0.564 -0.931  0.23
H: -0.330 1.809 -0.191  0.22
H: 1.202 2.586 -0.420  0.23
H: 0.654 1.359 -1.550  0.22
H: 3.813 0.604 1.243  0.22
H: 2.706 1.751 2.156  0.24
H: 2.743 -0.141 2.392  0.23
H: -2.621 -2.018 -0.151  0.17
H: 0.269 -2.171 -0.229  -0.04

4.
A structure of composition C6H18AgClO6 at a distorted geometry, computed with ωB97M-V/def2-TZVPD.

As for the total charge: +1. As for the total energy: -1297.5943 a.u. For the energy above the lowest of the compared OMol25 structures with the same formula, charge and spin, the calculation gives 0.0 kJ/mol. The calculation puts the LUMO energy (alpha / beta) at -0.1891 / -0.3120 hartree. Its spin multiplicity is 2. The orbital gap (alpha / beta) is 7.01 / 3.66 eV.

Each line ends with the natural charge from an NBO analysis.
Element x y z (Å)
Ag: -3.263 0.565 0.186  0.91
Cl: -0.761 0.374 -0.132  -0.77
C: 0.675 -1.169 -3.782  -0.09
C: -0.423 -2.088 -4.230  -0.09
O: -1.601 -1.813 -3.485  -0.74
O: 0.910 -1.308 -2.366  -0.75
H: 0.535 -0.126 -4.061  0.18
H: 1.606 -1.555 -4.202  0.19
H: -0.121 -3.118 -4.002  0.16
H: -0.565 -2.044 -5.315  0.18
H: -2.247 -2.518 -3.566  0.48
H: 0.386 -0.625 -1.937  0.48
C: 1.454 -3.241 2.304  -0.10
C: 0.984 -2.193 1.314  -0.15
O: -0.385 -2.211 1.223  -0.28
O: 0.860 -4.479 2.033  -0.65
H: 1.053 -2.948 3.285  0.22
H: 2.539 -3.223 2.407  0.22
H: 1.388 -2.309 0.273  0.35
H: 1.266 -1.151 1.550  0.25
H: -0.667 -1.281 0.912  0.51
H: 1.537 -5.156 1.923  0.50
C: -0.030 3.762 1.876  -0.09
C: -1.043 4.685 2.522  -0.09
O: -0.548 6.027 2.514  -0.72
O: -0.196 3.752 0.466  -0.72
H: -0.202 2.764 2.307  0.14
H: 0.980 4.085 2.146  0.18
H: -1.118 4.390 3.573  0.17
H: -1.979 4.628 1.966  0.17
H: -1.220 6.595 2.131  0.47
H: 0.197 2.926 0.168  0.47

- Which formula does entry 1 have?
  C6H17NO

- What is the energy above the lowest of the compared OMol25 structures with the same formula, charge and spin in the first record?
  100.0 kJ/mol